Density functional theory data (the ωB97M-V functional and the def2-TZVPD basis) for 20 unconnected molecules or ions with the total composition C50H120N20O40 in a non-equilibrium geometry.

Cartesian coordinates (Å):
C1 -0.27823 4.77413 2.37307
C2 1.00665 5.66571 2.56752
O1 0.96956 6.97315 2.06199
C3 0.15105 7.85847 2.66928
O2 -0.51460 7.59647 3.67692
O3 0.15551 9.04797 1.96484
C4 -0.84457 10.09277 2.27867
H1 -0.73696 4.64839 3.35380
H2 -0.08952 3.76899 1.99599
H3 -1.05136 5.22930 1.75404
H4 1.80070 5.03996 2.16005
H5 1.13016 5.63657 3.65011
H6 -0.93869 10.07338 3.36443
H7 -1.78185 9.78676 1.81396
H8 -0.55360 11.04842 1.84259
C5 10.27469 -0.70018 0.46056
C6 8.89553 -1.17771 -0.06602
O4 7.79257 -0.57336 0.44243
C7 6.60337 -0.88938 0.09534
O5 6.25864 -1.88275 -0.49790
O6 5.69877 0.11888 0.50520
C8 4.36941 0.11140 0.09372
H9 11.09008 -0.99772 -0.19876
H10 10.50000 -1.16344 1.42115
H11 10.35041 0.36040 0.70041
H12 8.92080 -2.26492 -0.13970
H13 8.78460 -0.90706 -1.11604
H14 3.85302 1.00277 0.44997
H15 3.85400 -0.77611 0.46084
H16 4.28265 0.09396 -0.99268
C9 1.81897 -4.49991 3.89963
C10 1.52764 -6.05502 3.86755
O7 2.25976 -6.80796 4.90333
C11 1.87067 -6.82192 6.16918
O8 0.94163 -6.13294 6.59439
O9 2.61538 -7.65414 6.84852
C12 2.27309 -8.17421 8.08227
H17 2.66335 -4.12625 4.47884
H18 0.98134 -4.05494 4.43674
H19 1.86942 -4.10651 2.88436
H20 1.79394 -6.45556 2.88941
H21 0.44433 -6.15050 3.94111
H22 1.41112 -7.68908 8.54028
H23 3.14405 -8.22789 8.73545
H24 2.07438 -9.22031 7.84927
C13 -6.12725 0.12509 -3.01774
C14 -5.27756 0.86548 -1.91132
O10 -5.69264 2.21261 -1.85296
C15 -5.19878 3.15282 -2.57392
O11 -4.20121 3.01308 -3.36181
O12 -5.88580 4.21948 -2.31508
C16 -5.68600 5.51748 -2.96192
H25 -5.79931 0.55114 -3.96592
H26 -7.16324 0.36047 -2.77396
H27 -5.96552 -0.95236 -3.05015
H28 -4.21133 0.76929 -2.11624
H29 -5.53063 0.32241 -1.00076
H30 -6.46212 5.80618 -3.67071
H31 -4.82941 5.49004 -3.63541
H32 -5.69580 6.34771 -2.25571
C17 7.37984 -8.65328 -1.64147
C18 7.15966 -8.37272 -3.14241
O13 6.71739 -7.07450 -3.35103
C19 7.65829 -6.09319 -3.37168
O14 8.87558 -6.19723 -3.42397
O15 7.12098 -4.93262 -3.37351
C20 5.75582 -4.65220 -3.62530
H33 7.85942 -9.60320 -1.40532
H34 6.44559 -8.70461 -1.08233
H35 8.04897 -7.90505 -1.21660
H36 6.35443 -9.04499 -3.43865
H37 8.04517 -8.62119 -3.72742
H38 5.13733 -5.09202 -2.84291
H39 5.39851 -5.13588 -4.53441
H40 5.51795 -3.59080 -3.69561
C21 -6.49387 2.05868 1.69508
C22 -7.22774 3.31697 1.32481
O16 -8.29501 3.48962 2.26580
C23 -8.14232 4.11931 3.39662
O17 -7.15790 4.72580 3.70589
O18 -9.25558 4.05319 4.10770
C24 -9.42264 4.87098 5.22480
H41 -5.49634 2.03440 1.25640
H42 -6.98495 1.10097 1.52267
H43 -6.31535 2.07053 2.77030
H44 -7.55025 3.31663 0.28362
H45 -6.55661 4.17585 1.32186
H46 -8.60950 4.84036 5.95003
H47 -10.28767 4.62497 5.84068
H48 -9.62794 5.90433 4.94528
C25 1.60508 -0.41168 4.46074
C26 0.13471 -0.06212 4.12920
O19 -0.46031 0.88760 4.95719
C27 -0.82927 0.63840 6.18579
O20 -0.78310 -0.41692 6.85175
O21 -1.31739 1.89259 6.64516
C28 -2.05839 1.95478 7.84671
H49 2.36344 0.30429 4.14392
H50 1.79830 -1.45862 4.22689
H51 1.56158 -0.47365 5.54811
H52 -0.40884 -0.99089 3.95587
H53 0.06496 0.27663 3.09552
H54 -3.03782 1.59599 7.53033
H55 -2.05210 2.96391 8.25867
H56 -1.67067 1.27625 8.60656
C29 -1.25174 2.36091 -1.17348
C30 -1.15252 1.06709 -0.47319
O22 0.11410 0.58584 -0.90072
C31 0.56932 -0.52180 -0.30599
O23 0.32198 -0.86394 0.88019
O24 1.40822 -1.15647 -1.15751
C32 1.93834 -2.41191 -0.70446
H57 -2.15476 2.96548 -1.08890
H58 -1.22152 2.13986 -2.24041
H59 -0.53612 3.15591 -0.96384
H60 -1.90570 0.32268 -0.73143
H61 -1.08090 1.18918 0.60758
H62 1.66793 -3.13478 -1.47415
H63 1.54423 -2.74843 0.25446
H64 3.01530 -2.35793 -0.54528
C33 -4.46601 -0.89218 2.43552
C34 -3.05431 -0.50763 2.84079
O25 -2.86662 0.82165 2.31999
C35 -3.35121 1.91651 2.96158
O26 -3.82038 1.76524 4.08916
O27 -3.32394 3.04143 2.21727
C36 -4.03831 4.19024 2.61277
H65 -4.78381 -1.89937 2.70509
H66 -4.70614 -0.78613 1.37760
H67 -5.25734 -0.25871 2.83628
H68 -2.39115 -1.18713 2.30544
H69 -2.85625 -0.60225 3.90846
H70 -3.78812 4.88389 1.81006
H71 -3.61973 4.53763 3.55734
H72 -5.12545 4.11804 2.64446
C37 -3.66326 7.92362 2.40779
C38 -4.26618 8.03712 0.97822
O28 -3.77710 6.98529 0.03292
C39 -2.59044 7.20855 -0.56814
O29 -2.04981 8.24659 -0.61727
O30 -2.16775 6.16793 -1.27460
C40 -0.83195 5.84699 -1.59894
H73 -3.83157 8.83600 2.97992
H74 -2.60476 7.66349 2.40427
H75 -4.22097 7.17597 2.97179
H76 -4.08537 9.02427 0.55284
H77 -5.35469 8.03718 0.92137
H78 -0.21686 5.67546 -0.71557
H79 -0.47295 6.75157 -2.08979
H80 -0.77792 5.02711 -2.31517
C41 2.14870 -6.07634 -1.20068
O31 1.20383 -5.56476 -1.79024
N1 2.18583 -6.28122 0.03923
N2 3.26097 -6.57849 -1.72486
H81 1.34209 -6.14522 0.57748
H82 2.95368 -6.91283 0.21688
H83 3.91487 -6.90530 -1.02793
H84 3.25730 -6.60310 -2.73456
C42 4.07053 -0.55881 -3.90319
O32 5.25552 -0.44075 -3.60362
N3 3.59622 -1.48756 -4.66685
N4 3.06464 0.22626 -3.61863
H85 4.33500 -2.07140 -5.03214
H86 2.64791 -1.55492 -5.00785
H87 2.11204 0.10266 -3.93068
H88 3.30810 1.07729 -3.13223
C43 -1.91402 -5.12719 -4.57582
O33 -1.95101 -3.93759 -4.54207
N5 -0.98108 -5.85046 -4.14849
N6 -2.92985 -5.89613 -5.14636
H89 -0.17314 -5.45803 -3.68661
H90 -1.05363 -6.85462 -4.22908
H91 -3.75290 -5.40490 -5.46477
H92 -2.85090 -6.89435 -5.01440
C44 -0.95225 -4.62562 0.69023
O34 -0.09169 -5.19736 1.30467
N7 -1.99159 -4.08251 1.16721
N8 -0.91174 -4.39796 -0.59404
H93 -1.96154 -3.98986 2.17251
H94 -2.60741 -3.54530 0.57369
H95 -0.18055 -4.96100 -1.00446
H96 -1.66133 -3.90842 -1.06156
C45 -0.28581 -0.74081 -4.44302
O35 0.27506 0.34459 -4.43147
N9 -1.19745 -1.11933 -3.61969
N10 0.00183 -1.83942 -5.20720
H97 -1.53988 -0.45669 -2.93869
H98 -1.62157 -2.03583 -3.63566
H99 0.71434 -1.76957 -5.91963
H100 -0.57209 -2.66836 -5.14755
C46 4.48047 3.12239 -2.02485
O36 3.47633 2.45227 -1.90906
N11 5.59558 2.78246 -2.66135
N12 4.63855 4.27927 -1.44458
H101 5.64582 1.84735 -3.03971
H102 6.45041 3.30148 -2.80268
H103 3.94953 4.77143 -0.89402
H104 5.58324 4.63272 -1.39229
C47 -2.45934 3.06326 -6.40933
O37 -1.81850 2.92691 -7.49056
N13 -2.10129 3.62954 -5.30602
N14 -3.62773 2.51166 -6.23163
H105 -1.10106 3.74956 -5.23356
H106 -2.71690 3.48272 -4.51890
H107 -4.01609 1.84136 -6.87968
H108 -3.97250 2.61053 -5.28746
C48 6.61002 -5.48190 1.45532
O38 6.98276 -6.68920 1.52679
N15 5.86684 -5.02959 0.50282
N16 6.91008 -4.56608 2.31489
H109 5.70667 -4.03291 0.53565
H110 5.81830 -5.67105 -0.27581
H111 6.86651 -3.57936 2.10375
H112 7.77341 -4.73650 2.81060
C49 1.37627 4.29363 -4.26039
O39 0.85485 4.58328 -5.28946
N17 1.99758 5.14384 -3.46629
N18 1.38912 3.08346 -3.73917
H113 1.91382 6.13485 -3.64227
H114 2.48046 4.73015 -2.68157
H115 0.75855 2.39616 -4.12660
H116 2.06820 2.81703 -3.04062
C50 -4.55757 -2.95959 -1.33680
O40 -3.50661 -2.85310 -0.64632
N19 -5.81398 -2.78352 -1.05692
N20 -4.43140 -3.50767 -2.52157
H117 -6.08113 -2.48663 -0.12924
H118 -6.43886 -2.69169 -1.84508
H119 -3.52101 -3.76495 -2.87526
H120 -5.28958 -3.72822 -3.00632

- LUMO level: -0.012 Eh
- DFT total energy: -165502.2393 eV
- Highest occupied orbital energy: -8.30 eV

***

Density functional theory data (the ωB97M-V functional and the def2-TZVPD basis) for a molecular structure, C11H20AsBCoN4O2.

Cartesian coordinates (Å):
Co1 0.00405 -0.02335 -0.31715
B1 2.13465 2.18633 1.49877
N1 0.64554 2.56490 1.09425
C1 0.09483 3.72702 1.46725
C2 -1.13462 3.86913 0.84428
C3 -1.25622 2.71361 0.07727
N2 -0.18234 1.93428 0.23149
N3 2.60531 0.75852 1.02418
C4 3.83501 0.29390 1.27743
C5 3.93902 -0.99963 0.79663
C6 2.68909 -1.25390 0.23853
N4 1.89093 -0.19190 0.38158
H1 2.87361 3.00722 0.99167
H2 2.19250 2.22808 2.71505
H3 0.62192 4.38510 2.14212
H4 -1.82732 4.69162 0.92807
H5 -2.04885 2.40407 -0.58801
H6 4.55637 0.91591 1.78787
H7 4.79603 -1.65310 0.83996
H8 2.31754 -2.13859 -0.25965
C7 -2.92182 -2.07567 2.95436
As1 -2.15965 -0.63480 1.97393
C8 -1.40434 0.58375 3.23277
C9 -3.59876 0.21725 1.05685
O1 -1.01769 -1.23234 0.90727
H9 -3.67923 -1.69729 3.63989
H10 -2.13248 -2.57843 3.50600
H11 -3.36959 -2.76626 2.24503
H12 -2.16958 0.94918 3.91733
H13 -0.95692 1.41401 2.69195
H14 -0.63220 0.04749 3.77944
H15 -4.32319 0.61763 1.76599
H16 -4.06083 -0.52875 0.41527
H17 -3.19147 1.01741 0.44318
C10 0.52195 0.23893 -3.32703
C11 -0.43359 -0.27715 -2.26016
O2 -1.49509 -0.77174 -2.62414
H18 0.15340 0.02044 -4.33312
H19 1.51495 -0.20200 -3.17937
H20 0.63844 1.32261 -3.19930

- LUMO level (spin up / spin down): 0.011 / 0.011 Eh
- DFT total energy: -120928.7970 eV
- 2S+1: 4
- Highest occupied orbital energy (spin up / spin down): -6.71 / -7.24 eV

***

Density functional theory data (the ωB97M-V functional and the def2-TZVPD basis) for 3 unconnected molecules or ions with the total composition C3H12O3 in a non-equilibrium geometry.

Cartesian coordinates (Å):
C1 -0.18020 -0.60119 -0.51076
C2 0.28301 0.83104 -0.94415
C3 -0.60790 1.85975 -0.26099
O1 1.58405 1.06248 -0.42104
H1 0.61480 -1.29357 -0.87973
H2 -0.36078 -0.66624 0.56849
H3 -1.11025 -0.70429 -1.03914
H4 0.08713 0.93120 -2.01824
H5 -1.66060 2.03641 -0.49806
H6 -0.47191 1.94497 0.83548
H7 -0.29762 2.89766 -0.51719
H8 2.13560 0.35360 -0.78749
H9 -4.28831 -0.78819 3.48845
H10 -3.69574 -2.15484 3.16911
O2 -3.52048 -1.34752 3.65825
H11 4.43307 -0.97332 -0.97221
H12 3.52294 -2.07672 -1.73874
O3 3.53319 -1.31124 -1.13204

- LUMO level (spin up / spin down): 0.100 / 0.096 Eh
- DFT total energy: -9446.4918 eV
- 2S+1: 2
- Highest occupied orbital energy (spin up / spin down): 0.96 / -6.60 eV
- Net charge: -1

***

Density functional theory data (the ωB97M-V functional and the def2-TZVPD basis) for 2 unconnected molecules or ions with the total composition C4H8ClN2O in a non-equilibrium geometry.

Cartesian coordinates (Å):
C1 1.55154 0.59146 0.01550
C2 -1.13595 0.75446 1.01856
C3 -0.89838 -0.70954 1.04022
C4 -0.87059 0.04121 -1.38583
N1 2.12158 -0.54752 -0.16085
N2 -0.38716 0.11471 -0.02755
O1 1.67139 1.72182 0.21651
Cl1 3.87987 -0.67117 -0.15266
H1 -2.11777 1.13749 0.76862
H2 -0.57271 1.39418 1.68382
H3 -0.17255 -1.11208 1.73209
H4 -1.71113 -1.38191 0.79650
H5 -0.67170 0.98831 -1.88744
H6 -0.36640 -0.75994 -1.92545
H7 -1.94692 -0.14612 -1.40654
H8 1.62688 -1.41534 -0.32549

- LUMO level: -0.188 Eh
- DFT total energy: -21818.1380 eV
- Highest occupied orbital energy: -15.36 eV
- Net charge: +1